Record 1
This record from OMol25 describes a structure of composition C55H79N2P2PtSi. The level of theory is the ωB97M-V functional and the def2-TZVPD basis.

Output
HOMO-LUMO gap   0.2739 hartree
HOMO   -9.889 eV
Total charge   +1
DFT total energy   -3344.2244 hartree
Energy relative to the best compared isomer or geometry (same formula, charge and spin)   77.0 kJ/mol
E_LUMO   -2.44 eV

The geometry in XYZ format:
```
140
C55H79N2P2PtSi (the ωB97M-V functional and the def2-TZVPD basis)
Pt 0.0040 0.2794 0.3078
C 3.1136 -1.1901 -0.9923
Si 2.1841 -0.4741 0.4958
C 3.2116 0.9935 1.0803
C 4.4348 0.8576 1.7348
C 5.1973 1.9683 2.0531
C 4.7607 3.2321 1.6776
C 3.5574 3.3818 1.0105
C 2.7619 2.2704 0.7337
P 1.1327 2.3357 -0.1022
C 1.5030 2.7595 -1.8763
C 1.9128 1.5585 -2.7227
C 1.9946 1.9224 -4.2038
C 2.9529 3.0854 -4.4370
C 2.5849 4.2810 -3.5664
C 2.5190 3.8876 -2.0913
C 0.3019 3.9576 0.3374
C 0.6628 4.5903 1.6946
C -0.4902 5.4240 2.2682
C -1.2059 6.1765 1.1526
C -1.8938 5.1864 0.1991
C -1.2107 3.8173 0.2203
C 2.2382 -1.9294 1.7023
C 3.3266 -2.7995 1.7519
C 3.2865 -3.9570 2.5114
C 2.1355 -4.2714 3.2191
C 1.0487 -3.4114 3.1969
C 1.1000 -2.2311 2.4585
P -0.1937 -0.9236 2.4379
C -1.7168 -1.8590 3.0048
C -3.0561 -1.3569 2.4492
C -3.6927 -0.2516 3.2828
C -3.9152 -0.7224 4.7141
C -2.5761 -1.1148 5.3248
C -1.8692 -2.1899 4.5042
C 0.5197 0.1976 3.7360
C 0.8764 -0.4208 5.0908
C 1.7145 0.5551 5.9135
C 0.9695 1.8703 6.1097
C 0.6155 2.4858 4.7615
C -0.2087 1.5314 3.8971
H 4.1788 -1.1672 -0.7516
H 2.9886 -0.6349 -1.9195
H 2.8481 -2.2323 -1.1668
H 4.7889 -0.1289 2.0105
H 6.1341 1.8535 2.5815
H 5.3596 4.1037 1.9052
H 3.2465 4.3718 0.7112
H 0.5185 3.0954 -2.2399
H 1.2034 0.7416 -2.5701
H 2.8955 1.2150 -2.3842
H 0.9946 2.1960 -4.5585
H 2.3063 1.0510 -4.7836
H 2.9577 3.3686 -5.4910
H 3.9710 2.7658 -4.1922
H 1.6107 4.6733 -3.8782
H 3.3070 5.0882 -3.7027
H 2.2954 4.7670 -1.4850
H 3.5036 3.5302 -1.7748
H 0.6054 4.6392 -0.4603
H 1.5304 5.2398 1.5745
H 0.9534 3.8192 2.4094
H -0.0949 6.1153 3.0136
H -1.2035 4.7823 2.7941
H -0.4690 6.7735 0.6085
H -1.9321 6.8817 1.5568
H -1.8963 5.5826 -0.8189
H -2.9418 5.0583 0.4830
H -1.4871 3.2461 -0.6704
H -1.5521 3.2432 1.0830
H 4.2125 -2.5937 1.1648
H 4.1371 -4.6245 2.5297
H 2.0808 -5.1868 3.7930
H 0.1714 -3.6855 3.7619
H -1.5112 -2.7981 2.4758
H -3.7433 -2.2104 2.4543
H -2.9403 -1.0660 1.4040
H -4.6312 0.0653 2.8214
H -3.0392 0.6274 3.3158
H -4.5935 -1.5819 4.7164
H -4.3903 0.0594 5.3091
H -2.7041 -1.4757 6.3470
H -1.9522 -0.2189 5.3895
H -2.4772 -3.1010 4.5538
H -0.9142 -2.4343 4.9652
H 1.4769 0.4341 3.2422
H 1.4206 -1.3563 4.9486
H -0.0280 -0.6529 5.6567
H 2.6603 0.7466 5.3949
H 1.9650 0.1065 6.8765
H 1.5734 2.5682 6.6920
H 0.0547 1.6895 6.6838
H 1.5484 2.7205 4.2380
H 0.0774 3.4269 4.8964
H -0.3843 1.9693 2.9074
H -1.1876 1.3793 4.3633
C -7.0625 1.0339 -1.3149
C -6.0888 2.2203 -1.2525
C -6.6458 3.2735 -0.2940
C -5.9531 2.8484 -2.6450
C -4.7381 1.6962 -0.7904
C -4.2072 1.9644 0.4658
C -2.9572 1.4806 0.7918
N -2.2120 0.7355 -0.0207
C -2.7511 0.3756 -1.2016
C -3.9814 0.8692 -1.6156
C -1.9870 -0.5904 -2.0222
C -2.5856 -1.2822 -3.0674
C -1.8557 -2.1809 -3.8387
C -0.5179 -2.3337 -3.4956
C 0.0009 -1.6363 -2.4197
N -0.7048 -0.7865 -1.6793
C -2.5110 -2.9113 -5.0016
C -1.5815 -3.9602 -5.6108
C -2.8655 -1.8735 -6.0773
C -3.7897 -3.6106 -4.5217
H -8.0484 1.3791 -1.6262
H -7.1607 0.5558 -0.3397
H -6.7269 0.2825 -2.0300
H -7.5821 3.6648 -0.6911
H -5.9578 4.1116 -0.1745
H -6.8603 2.8562 0.6904
H -6.9078 3.2804 -2.9441
H -5.6766 2.1158 -3.4027
H -5.2060 3.6430 -2.6481
H -4.7333 2.5677 1.1889
H -2.5227 1.6940 1.7577
H -4.3517 0.6062 -2.5936
H -3.6325 -1.1287 -3.2745
H 0.1311 -3.0046 -4.0365
H 1.0320 -1.7636 -2.1410
H -0.6942 -3.5086 -6.0552
H -2.1080 -4.4910 -6.4032
H -1.2646 -4.6960 -4.8712
H -1.9744 -1.3495 -6.4245
H -3.5700 -1.1325 -5.6989
H -3.3254 -2.3684 -6.9329
H -3.5711 -4.3307 -3.7326
H -4.2457 -4.1474 -5.3535
H -4.5296 -2.9053 -4.1443
```

Record 2
This record from OMol25 describes a cluster of 11 separate species, C55H87N14O in total. The level of theory is the ωB97M-V functional and the def2-TZVPD basis.

Output
HOMO-LUMO gap   0.3565 hartree
HOMO   -11.797 eV
Total charge   +1
DFT total energy   -2989.4322 hartree
Energy relative to the best compared isomer or geometry (same formula, charge and spin)   0.0 kJ/mol
E_LUMO   -2.10 eV

The geometry in XYZ format:
```
157
C55H87N14O (the ωB97M-V functional and the def2-TZVPD basis)
C -1.7710 -0.0975 5.1884
C -1.8428 0.0757 4.0054
C -1.7235 0.4135 2.5860
C -1.0198 -0.6709 1.7682
C -0.9944 -0.3421 0.2802
N -0.2643 0.9021 0.0314
C 0.7094 0.9987 -0.8515
N 1.1803 0.0379 -1.6692
C 2.1446 0.6019 -2.3762
C 2.9444 -0.1262 -3.3916
C 2.9209 0.4161 -4.8306
O 3.8831 0.2371 -5.5266
C 1.6568 1.0430 -5.3193
C 1.3735 2.3856 -5.0999
C 0.1860 2.9336 -5.5481
C -0.7379 2.1427 -6.2109
C -0.4487 0.8098 -6.4439
C 0.7395 0.2582 -5.9997
N 2.3122 1.8786 -2.0312
N 1.3897 2.1521 -1.0602
H -1.7701 0.0854 6.2390
H -1.0986 1.3059 2.5510
H -2.6995 0.6433 2.1534
H 0.0229 -0.7141 2.0912
H -1.4706 -1.6506 1.9180
H -0.4828 -1.1495 -0.2367
H -2.0011 -0.2473 -0.1306
H -0.4759 1.7651 0.5237
H 3.9822 -0.2066 -3.0691
H 2.5078 -1.1243 -3.4438
H 2.0863 3.0329 -4.6023
H 0.0051 3.9871 -5.3828
H -1.6736 2.5631 -6.5510
H -1.1490 0.1877 -6.9831
H 0.9279 -0.7888 -6.1988
H 2.9784 2.5514 -2.3717
H 1.3044 3.0543 -0.6206
C 3.5250 -1.7126 4.8353
C 3.4435 -0.6080 5.8795
C 2.1356 0.1930 5.8150
C 1.9865 0.8514 4.5171
N 1.8780 1.3456 3.4854
H 3.5047 -1.3112 3.8198
H 4.4558 -2.2648 4.9531
H 2.6969 -2.4174 4.9394
H 4.2894 0.0704 5.7605
H 3.5278 -1.0469 6.8740
H 2.1163 0.9533 6.5962
H 1.2753 -0.4636 5.9586
C 7.7732 -6.1409 5.8845
C 6.9116 -5.6384 4.7350
C 7.2417 -4.1946 4.3303
C 7.0274 -3.2647 5.4388
N 6.8592 -2.5487 6.3201
H 7.6112 -5.5527 6.7888
H 7.5235 -7.1759 6.1129
H 8.8349 -6.0928 5.6328
H 5.8603 -5.7092 5.0127
H 7.0532 -6.2827 3.8662
H 6.6172 -3.8748 3.4944
H 8.2843 -4.1133 4.0174
C 4.0715 -2.5375 -7.4516
C 3.8479 -3.2073 -8.8011
C 3.0554 -2.3293 -9.7777
C 1.7261 -2.0132 -9.2571
N 0.6892 -1.7719 -8.8278
H 3.1233 -2.3411 -6.9473
H 4.6635 -3.1834 -6.8028
H 4.5998 -1.5886 -7.5575
H 3.3274 -4.1548 -8.6573
H 4.8120 -3.4441 -9.2532
H 2.9315 -2.8344 -10.7361
H 3.5802 -1.3898 -9.9606
C -4.9952 4.1874 2.8879
C -4.7614 5.0169 1.6327
C -4.1462 4.1933 0.4952
C -2.8527 3.6526 0.8995
N -1.8336 3.2304 1.2177
H -4.0505 3.8087 3.2882
H -5.4627 4.7887 3.6668
H -5.6458 3.3368 2.6771
H -4.1033 5.8603 1.8504
H -5.7050 5.4345 1.2816
H -3.9979 4.8127 -0.3913
H -4.7962 3.3595 0.2227
C -3.2941 6.5673 -3.8891
C -4.8118 6.4878 -3.7665
C -5.4232 7.7330 -3.1125
C -4.9134 7.9295 -1.7562
N -4.5055 8.0887 -0.6947
H -2.8179 6.6337 -2.9088
H -2.9035 5.6795 -4.3868
H -2.9896 7.4385 -4.4709
H -5.0891 5.6048 -3.1867
H -5.2542 6.3693 -4.7561
H -6.5086 7.6462 -3.0575
H -5.1898 8.6253 -3.6956
C 0.0902 8.0844 2.0877
C -0.9744 8.9058 1.3701
C -1.2604 8.4034 -0.0494
C -0.0670 8.4581 -0.8945
N 0.8684 8.4997 -1.5593
H 1.0498 8.1412 1.5717
H 0.2402 8.4523 3.1022
H -0.2012 7.0334 2.1519
H -0.6629 9.9505 1.3258
H -1.9067 8.8734 1.9354
H -2.0417 9.0028 -0.5139
H -1.6113 7.3701 -0.0231
C -5.9279 -0.5765 4.4438
C -6.2083 0.5468 5.4333
C -7.5682 1.2185 5.2043
C -7.6405 1.8222 3.8747
N -7.6594 2.2696 2.8171
H -5.8857 -0.2023 3.4186
H -4.9695 -1.0472 4.6633
H -6.7025 -1.3432 4.4971
H -5.4172 1.2979 5.3690
H -6.1959 0.1496 6.4484
H -7.7366 2.0005 5.9462
H -8.3644 0.4840 5.3018
C -12.2358 -0.9591 8.5454
C -12.1533 0.0036 7.3671
C -11.3985 -0.5857 6.1685
C -10.0178 -0.9204 6.5142
N -8.9300 -1.1682 6.7870
H -11.2445 -1.2026 8.9301
H -12.8057 -0.5163 9.3612
H -12.7273 -1.8904 8.2590
H -11.6652 0.9280 7.6809
H -13.1587 0.2699 7.0386
H -11.3759 0.1242 5.3398
H -11.8899 -1.4938 5.8153
C 6.2962 -9.1924 1.3041
C 4.8342 -9.5652 1.5175
C 4.0769 -8.5359 2.3655
C 4.6636 -8.4041 3.6986
N 5.1247 -8.2997 4.7444
H 6.8370 -9.1525 2.2508
H 6.7919 -9.9293 0.6734
H 6.3872 -8.2187 0.8179
H 4.7710 -10.5428 1.9978
H 4.3322 -9.6510 0.5527
H 3.0324 -8.8261 2.4825
H 4.0995 -7.5562 1.8843
C 8.1661 -3.7268 -9.1407
C 8.6996 -5.0895 -9.5667
C 7.6265 -5.9699 -10.2182
C 6.5201 -6.2333 -9.2982
N 5.6598 -6.4203 -8.5616
H 7.3844 -3.8264 -8.3853
H 8.9626 -3.1194 -8.7122
H 7.7512 -3.1834 -9.9924
H 9.1142 -5.6084 -8.7010
H 9.5143 -4.9578 -10.2799
H 8.0469 -6.9275 -10.5263
H 7.2227 -5.4826 -11.1074
```

Record 3
This record from OMol25 describes a cluster of 9 separate species, C55H88N10O6 in total at a distorted geometry. The level of theory is the ωB97M-V functional and the def2-TZVPD basis.

Output
SMILES   [H]/N=C(/C)C[C@]1(CCN(CC)C(C)=O)OC(=O)O[C@]1(COC(C)=O)Cc1ccc(C)cc1.CCCC#N.CCCC#N.CCCC#N.CCCC#N.CCCC#N.CCCC#N.CCCC#N.CCCC#N
HOMO-LUMO gap   0.3241 hartree
HOMO   -8.624 eV
DFT total energy   -3147.3975 hartree
E_LUMO   0.19 eV

The geometry in XYZ format:
```
159
C55H88N10O6 (the ωB97M-V functional and the def2-TZVPD basis)
C -4.3028 -3.2924 -0.6489
C -3.2450 -4.2417 -1.3626
N -2.0715 -4.3215 -0.4512
C -0.7951 -3.9030 -1.1282
C 0.0823 -3.2144 -0.0047
C 1.5747 -2.8741 -0.4686
C 2.7032 -3.9440 -0.1437
C 2.1687 -5.3232 0.3544
C 2.3820 -5.6610 1.8739
N 1.5586 -6.1989 -0.3468
O 1.4273 -3.0878 -1.9282
C 2.1045 -2.2085 -2.7482
O 2.2042 -2.2856 -3.9206
O 2.5723 -1.2219 -1.8859
C 2.0446 -1.3822 -0.5371
C 0.9942 -0.2043 -0.5123
O 0.4375 0.0104 0.8051
C -0.8231 0.6329 0.6235
C -2.0212 -0.0434 1.3395
O -0.8790 1.6281 -0.0408
C 3.2380 -0.8404 0.3315
C 3.3243 -1.2839 1.8176
C 2.3652 -2.0726 2.5486
C 2.5743 -2.4705 3.9390
C 3.7725 -2.0735 4.6391
C 3.9887 -2.5526 6.1027
C 4.7545 -1.2395 3.9628
C 4.5260 -0.8597 2.5912
C -1.9508 -5.6541 0.1224
C -2.1043 -5.7701 1.6751
O -1.7812 -6.6577 -0.5225
H -4.0930 -2.2105 -0.8405
H -5.3553 -3.5932 -0.8782
H -4.1496 -3.4454 0.4515
H -3.0084 -3.9298 -2.4064
H -3.7450 -5.2477 -1.4481
H -0.3533 -4.8309 -1.5576
H -1.0879 -3.1336 -1.8743
H 0.0793 -3.8227 0.9417
H -0.4842 -2.2839 0.2709
H 3.2476 -4.1421 -1.1086
H 3.4748 -3.5881 0.5769
H 2.7137 -6.7231 2.0209
H 3.1789 -5.0249 2.3426
H 1.4557 -5.4984 2.4819
H 1.5314 -5.8113 -1.3051
H 1.4479 0.7447 -0.9020
H 0.1497 -0.4469 -1.2212
H -2.1532 -1.0992 0.9912
H -1.9081 0.0366 2.4476
H -2.9344 0.5236 1.0172
H 3.1718 0.2939 0.3241
H 4.2090 -1.0682 -0.1883
H 1.4296 -2.3956 2.0495
H 1.8253 -3.1025 4.4601
H 4.0110 -3.6761 6.1184
H 4.9698 -2.1464 6.4477
H 3.1367 -2.2171 6.7444
H 5.6845 -0.8814 4.4588
H 5.2917 -0.2199 2.0947
H -1.8708 -6.7966 2.0368
H -1.4387 -4.9918 2.1251
H -3.1631 -5.4669 1.9075
C -6.2204 2.3606 2.5774
C -6.6664 1.8072 1.2278
C -7.1214 0.3500 1.2923
C -6.0263 -0.5463 1.6578
N -5.1568 -1.2455 1.9281
H -5.3517 1.8220 2.9624
H -5.9429 3.4118 2.4800
H -7.0236 2.2896 3.3152
H -5.8517 1.9100 0.5113
H -7.4952 2.4175 0.8585
H -7.5111 0.0532 0.3161
H -7.9445 0.2452 2.0047
C 3.2179 2.1676 -6.1184
C 3.5065 0.6707 -6.1600
C 4.1842 0.1532 -4.8910
C 5.5165 0.7294 -4.6974
N 6.5604 1.1836 -4.5417
H 4.1388 2.7501 -6.0465
H 2.6995 2.4770 -7.0281
H 2.5834 2.4195 -5.2644
H 4.1253 0.4484 -7.0336
H 2.5628 0.1361 -6.2940
H 4.2725 -0.9329 -4.9536
H 3.5584 0.3680 -4.0205
C 4.8813 5.1066 -1.1348
C 4.2192 3.9084 -1.8054
C 3.6583 2.8935 -0.8069
C 4.7081 2.2669 -0.0020
N 5.5159 1.7569 0.6299
H 5.7463 4.8041 -0.5412
H 5.2273 5.8157 -1.8884
H 4.1781 5.6253 -0.4787
H 4.9410 3.4231 -2.4685
H 3.4007 4.2678 -2.4348
H 3.1209 2.1155 -1.3552
H 2.9297 3.3781 -0.1509
C -4.2613 4.7422 -1.7078
C -3.5566 3.8857 -2.7540
C -4.4336 2.7568 -3.3008
C -4.7823 1.7779 -2.2721
N -5.0527 1.0075 -1.4631
H -4.5282 4.1557 -0.8254
H -3.6077 5.5530 -1.3820
H -5.1732 5.1854 -2.1156
H -2.6402 3.4733 -2.3222
H -3.2561 4.5276 -3.5862
H -3.9008 2.2510 -4.1032
H -5.3443 3.1723 -3.7406
C 0.8688 0.9868 9.0274
C 0.4707 0.4794 7.6461
C 0.0037 -0.9776 7.6525
C 1.0709 -1.9039 8.0357
N 1.9083 -2.6315 8.3377
H 1.7196 0.4315 9.4269
H 1.1549 2.0381 8.9741
H 0.0377 0.8967 9.7311
H 1.3148 0.6004 6.9611
H -0.3404 1.1044 7.2639
H -0.3521 -1.2426 6.6539
H -0.8459 -1.0935 8.3308
C 7.8497 -0.4090 9.7975
C 6.7167 -0.9310 8.9210
C 5.9298 0.1826 8.2277
C 5.2245 1.0416 9.1799
N 4.6727 1.7182 9.9263
H 7.4700 0.2049 10.6167
H 8.4015 -1.2424 10.2352
H 8.5507 0.1920 9.2134
H 6.0446 -1.5428 9.5286
H 7.1404 -1.5874 8.1563
H 5.2015 -0.2667 7.5490
H 6.6026 0.7868 7.6130
C -7.8440 2.4130 -7.5571
C -7.6049 0.9071 -7.5434
C -6.9350 0.4155 -6.2586
C -5.5842 0.9539 -6.0955
N -4.5251 1.3786 -5.9641
H -6.9042 2.9673 -7.5126
H -8.3579 2.7041 -8.4745
H -8.4636 2.7180 -6.7105
H -6.9998 0.6312 -8.4112
H -8.5663 0.3992 -7.6519
H -6.8806 -0.6752 -6.2789
H -7.5462 0.6841 -5.3926
C -0.2292 4.0693 -6.8050
C -1.3839 3.5163 -7.6332
C -2.1917 4.6031 -8.3435
C -2.8738 5.4914 -7.4003
N -3.4085 6.1891 -6.6606
H -0.5884 4.7111 -5.9978
H 0.3351 3.2517 -6.3531
H 0.4559 4.6502 -7.4274
H -2.0390 2.9250 -6.9875
H -0.9781 2.8340 -8.3846
H -2.9372 4.1301 -8.9869
H -1.5384 5.1880 -8.9966
```

Among the records above, which one has the lowest E_LUMO? C55H79N2P2PtSi

Among the records above, which one has the lowest E_LUMO? C55H79N2P2PtSi